# 1
Formula: C7H11O3P
Source: the Open Molecules 2025 dataset
Level of theory: the ωB97M-V functional and the def2-TZVPD basis

Element x y z (Å)
H (-0.38, 3.32, 1.20)
O (0.09, 2.07, 2.85)
H (-0.28, -0.85, 1.70)
C (1.27, 2.09, 2.12)
H (2.00, 2.84, 2.30)
O (-3.83, 0.14, -1.99)
C (0.47, -1.28, -0.27)
C (0.00, -0.58, 0.73)
C (0.00, 2.29, 1.46)
C (-3.31, 0.96, -3.07)
H (1.38, -2.85, 0.77)
H (1.74, 1.07, 1.96)
H (1.68, -3.11, -0.96)
H (0.05, -3.38, -0.33)
H (-3.91, 0.94, -3.93)
H (-2.02, 1.03, 0.26)
H (-2.14, 0.92, -3.18)
O (-0.07, 1.35, -1.10)
C (0.87, -2.72, -0.13)
C (-3.99, 1.37, -1.84)
P (-0.56, 1.06, 0.24)
H (0.32, -0.83, -1.22)

Calculated values
E_tot: -22862.3886 eV
F_max: 4.5 eV Å⁻¹
Kohn-Sham gap: 10.385 eV
LUMO energy: 0.83 eV
HOMO: -9.554 eV

Atomic partial charges in e from the Löwdin method, atoms 1 to 6: 0.14, -0.04, 0.07, -0.18, 0.11, -0.02

# 2
Formula: C6H9ClN2O2
Source: the Open Molecules 2025 dataset
Level of theory: the ωB97M-V functional and the def2-TZVPD basis

Element x y z (Å)
H (-1.03, 2.08, -0.05)
H (-1.93, 0.49, -0.28)
H (-1.54, -2.13, 1.09)
H (0.11, -2.73, -0.52)
C (0.25, -1.76, -0.09)
Cl (1.86, 0.09, 2.32)
N (-0.63, -0.45, 1.69)
H (1.28, -0.89, -1.62)
H (-1.74, 1.72, -1.59)
O (2.21, 0.91, -0.68)
O (0.94, 2.56, -0.09)
H (-0.62, -1.09, -1.94)
C (-0.74, -1.49, 0.94)
C (0.22, 0.39, 2.00)
N (1.11, 1.40, -0.59)
H (-0.14, 1.48, 2.04)
H (1.37, -1.84, 0.30)
C (-0.01, 0.66, -0.92)
C (0.26, -0.71, -1.34)
C (-1.23, 1.30, -0.68)

Calculated values
E_tot: -25958.6485 eV
F_max: 4.9 eV Å⁻¹
Kohn-Sham gap (spin up / spin down): 5.757 / 7.870 eV
LUMO energy (spin up / spin down): -1.57 / -0.60 eV
HOMO (spin up / spin down): -7.323 / -8.469 eV

Atomic partial charges in e from the Löwdin method, atoms 1 to 6: 0.04, 0.12, 0.10, 0.09, -0.16, 0.73

# 3
Formula: C24H29Br45N
Source: the Open Molecules 2025 dataset
Level of theory: the ωB97M-V functional and the def2-TZVPD basis

Element x y z (Å)
C (-2.58, 0.73, 10.06)
Br (-3.16, -5.01, 5.62)
H (-1.07, -6.49, 1.81)
C (9.09, 0.31, 2.36)
Br (-9.53, 8.28, 3.48)
C (7.32, -1.78, -1.37)
Br (-4.21, 1.36, 9.21)
C (0.31, -4.54, 2.50)
Br (-1.60, 3.19, -2.49)
H (2.42, -1.39, 0.37)
Br (4.62, -0.78, -10.16)
Br (1.48, -0.22, -9.69)
Br (-3.29, 2.16, -5.04)
H (-6.14, -6.39, 4.66)
H (-7.62, 7.63, 2.01)
Br (1.41, 4.02, -8.42)
Br (-5.29, 0.11, 5.47)
C (0.98, -3.89, 0.01)
Br (-4.02, 6.66, -3.02)
H (-0.33, -5.71, -1.11)
Br (-2.17, 9.01, -4.24)
Br (3.70, 4.19, -3.16)
H (2.28, -3.03, 3.29)
Br (-2.24, -1.15, 9.69)
Br (-4.17, 1.68, 2.89)
Br (6.40, -0.47, -0.27)
Br (-6.91, 4.51, 1.37)
H (1.53, -3.28, -0.83)
Br (-6.93, 9.96, 2.57)
Br (-1.75, -1.66, -2.93)
H (-5.22, 2.56, 4.98)
Br (0.00, 0.39, -1.16)
C (-7.66, 8.20, 2.94)
H (-0.64, 4.33, -9.81)
C (4.35, -2.56, 1.09)
C (5.00, -4.14, 3.26)
C (3.17, 0.50, -10.35)
Br (-2.22, -2.19, 4.36)
H (-2.30, -0.52, -0.78)
Br (5.59, -2.85, -4.63)
H (0.29, -4.49, 3.68)
Br (4.99, 5.29, -5.90)
Br (-1.05, 1.84, 9.62)
Br (-1.28, 2.26, -8.59)
Br (3.98, -0.91, -6.65)
H (7.19, -1.48, -2.41)
H (3.23, -0.78, 1.98)
C (-3.59, -3.57, 4.38)
C (-0.51, 4.03, -8.77)
Br (9.24, -1.79, -1.02)
Br (-1.43, 5.34, -7.67)
Br (-3.96, -4.25, 2.60)
Br (9.53, 2.20, 2.41)
H (4.38, -0.71, -4.19)
Br (-5.42, -8.27, 6.14)
Br (2.45, -2.28, -4.16)
Br (7.68, -0.15, 3.62)
Br (-2.89, 2.23, 5.80)
H (4.49, -2.64, -0.09)
H (3.47, -4.73, 1.53)
C (-0.02, -5.19, -0.09)
H (2.64, 4.63, -5.38)
H (-1.40, 3.78, -4.91)
Br (3.61, 2.38, -5.83)
C (-1.58, 2.83, -4.40)
C (4.44, -4.08, 1.69)
H (-9.26, 3.86, 1.90)
C (-4.50, 1.76, 4.81)
C (2.95, -1.77, 1.37)
Br (-0.11, 1.64, -4.89)
C (-2.61, 7.12, -4.29)
H (5.04, -5.30, 3.51)
Br (-7.20, -5.67, 6.80)
H (-2.99, 6.90, -5.29)
Br (-8.20, 3.41, 4.11)
H (1.04, -1.78, 2.62)
C (-0.40, -5.60, 1.46)
Br (6.54, -3.56, -1.19)
H (-2.73, 0.81, 11.15)
C (-6.67, -6.95, 5.44)
H (-4.51, -3.10, 4.74)
Br (3.01, 1.15, -12.18)
Br (-8.29, 1.60, 1.44)
N (1.06, -3.64, 1.50)
C (4.13, -1.57, -4.82)
Br (-0.95, -2.42, 0.10)
Br (10.67, -0.80, 2.61)
H (3.41, 1.36, -9.72)
Br (-1.03, 6.01, -4.04)
C (3.60, 4.18, -5.10)
H (4.25, -3.63, 4.00)
H (5.29, -1.96, 1.48)
H (5.29, -4.64, 1.05)
Br (-6.58, 7.23, 4.24)
Br (-8.20, -7.79, 4.58)
C (-1.38, -0.99, -1.14)
C (-8.30, 3.41, 2.17)
H (8.71, 0.09, 1.35)
C (1.86, -2.58, 2.29)

Calculated values
E_tot: -3178744.5534 eV
F_max: 7.7 eV Å⁻¹
Kohn-Sham gap: 1.954 eV
LUMO energy: 0.40 eV
Net charge: -1
HOMO: -1.555 eV

Atomic partial charges in e from the Löwdin method, atoms 1 to 6: -1.60, 0.55, 0.06, -1.62, 0.55, -1.53

# 4
Formula: C10H11ClIN3
Source: the Open Molecules 2025 dataset
Level of theory: the ωB97M-V functional and the def2-TZVPD basis

Element x y z (Å)
H (-1.01, 1.13, 3.16)
H (3.23, -0.08, -0.03)
C (0.48, 0.58, -0.53)
I (-4.61, 1.25, -0.73)
C (-1.17, -2.54, 0.30)
C (-2.22, 1.13, 1.29)
H (2.65, 2.06, -0.52)
H (0.19, -0.97, 2.75)
C (-0.16, -0.71, -0.40)
Cl (-2.04, -3.45, 1.37)
N (-0.38, -1.50, -1.40)
C (3.07, 0.04, -1.06)
H (3.15, 1.69, -2.40)
H (0.93, 0.94, 0.40)
H (1.41, 0.23, -2.52)
N (-0.50, -1.39, 0.79)
H (3.70, -0.64, -1.65)
C (-1.18, 0.57, 2.14)
H (-2.66, -0.57, 0.03)
C (-2.95, 0.46, 0.33)
N (-0.96, -2.61, -0.96)
H (-2.60, 2.02, 1.60)
H (-0.22, 1.18, -1.06)
C (-0.56, -0.61, 1.97)
C (2.77, 1.40, -1.46)
C (1.66, 0.40, -1.43)

Calculated values
E_tot: -35637.6215 eV
F_max: 3.8 eV Å⁻¹
Kohn-Sham gap: 8.642 eV
LUMO energy: -0.33 eV
HOMO: -8.969 eV

Atomic partial charges in e from the Löwdin method, atoms 1 to 6: 0.15, 0.08, -0.10, 0.78, -0.84, -0.21

# 5
Formula: C17H34F3O11Sn
Source: the Open Molecules 2025 dataset
Level of theory: the ωB97M-V functional and the def2-TZVPD basis

Element x y z (Å)
C (-0.10, -3.30, -0.58)
H (3.39, -0.43, -5.13)
O (0.98, 6.55, -4.35)
F (-6.06, -0.13, 7.57)
H (-4.60, -2.16, 3.82)
C (1.16, -2.74, 1.36)
Sn (3.94, 4.81, -2.96)
H (-0.34, -2.27, -0.86)
H (4.71, 0.64, -4.68)
C (-4.02, -0.25, 3.08)
O (-2.73, -0.55, 6.49)
H (0.55, 8.70, -4.62)
H (3.52, -4.68, 3.96)
C (1.69, -3.46, 2.58)
H (0.50, 2.49, -7.27)
H (2.32, -2.70, 3.05)
C (2.81, -5.40, 3.55)
O (0.38, 4.23, -0.40)
H (1.06, 1.10, -5.44)
H (-0.92, -5.43, 3.61)
H (0.77, -3.56, 3.16)
C (0.21, 4.88, -6.09)
C (1.68, -5.86, 4.43)
H (-3.44, 0.59, 3.46)
H (-0.61, 2.03, 0.72)
C (-4.74, 0.10, 7.67)
H (3.23, 0.46, -3.65)
O (0.63, -6.80, 3.97)
H (1.99, 3.21, -7.49)
O (0.12, 3.20, 1.47)
H (-0.72, 4.55, -6.56)
C (1.36, 2.84, -6.68)
F (-4.32, -0.40, 8.89)
H (-3.65, -0.62, 2.12)
C (-0.49, -6.37, 3.27)
O (3.09, 1.74, -5.30)
H (-1.24, -7.16, 3.27)
H (-0.16, -6.13, 2.25)
H (2.05, 1.04, -6.92)
H (0.82, 7.86, -5.95)
H (2.18, 8.14, -4.74)
O (1.04, 3.80, -5.69)
H (-1.09, 6.40, -5.02)
C (-0.08, 3.27, 0.23)
H (-3.07, -1.73, 4.41)
H (1.27, -5.00, 4.98)
H (-5.06, 0.07, 2.95)
H (2.04, -2.82, 0.71)
H (-0.58, 5.13, -4.27)
C (-3.92, -0.47, 6.48)
H (-0.77, -4.12, -0.81)
H (2.13, -6.46, 5.23)
H (3.43, -6.24, 3.24)
C (3.63, 0.53, -4.66)
H (0.78, 5.50, -6.78)
H (0.95, -1.72, 1.65)
O (-4.67, -0.78, 5.32)
O (2.27, -4.76, 2.46)
C (1.14, 7.83, -4.91)
C (-0.15, 5.85, -4.96)
O (0.17, -3.51, 0.81)
C (1.84, 1.60, -6.01)
C (-4.04, -1.30, 4.19)
O (-0.63, 2.17, -0.22)
F (-4.50, 1.45, 7.71)
H (0.86, -3.45, -1.08)

Calculated values
E_tot: -54666.8946 eV
F_max: 4.2 eV Å⁻¹
Kohn-Sham gap: 2.026 eV
LUMO energy: -8.31 eV
Net charge: +1
HOMO: -10.333 eV

Atomic partial charges in e from the Löwdin method, atoms 1 to 6: -0.07, 0.09, -0.22, 0.16, 0.12, -0.26

# 6
Formula: C5H9N
Source: the Open Molecules 2025 dataset
Level of theory: the ωB97M-V functional and the def2-TZVPD basis

Element x y z (Å)
C (-0.48, -0.24, -0.31)
H (-2.49, 0.51, -0.49)
H (-1.49, 1.42, 0.66)
H (-0.33, -0.41, -2.41)
C (-1.49, 0.89, -0.30)
H (1.01, -1.23, -1.46)
H (2.74, 0.62, 0.26)
C (1.82, 0.33, 0.76)
N (1.45, -0.88, 0.83)
H (1.17, 1.16, 1.07)
H (-0.34, -0.36, 1.90)
H (-1.24, 1.62, -1.08)
H (-0.42, -1.90, 1.04)
C (-0.01, -0.88, 0.99)
C (0.09, -0.65, -1.45)

Calculated values
E_tot: -6818.6758 eV
F_max: 0.8 eV Å⁻¹
Kohn-Sham gap: 9.978 eV
LUMO energy: 1.06 eV
HOMO: -8.917 eV

Atomic partial charges in e from the Löwdin method, atoms 1 to 6: -0.38, 0.08, 0.07, 0.06, -0.07, 0.07

# 7
Formula: C46H38IrN10O4
Source: the Open Molecules 2025 dataset
Level of theory: the ωB97M-V functional and the def2-TZVPD basis

Element x y z (Å)
C (-4.94, -4.08, -1.31)
C (2.00, 4.34, -2.80)
C (-2.38, -5.19, -1.13)
H (-5.28, -5.52, -2.85)
C (-4.03, -3.60, -0.38)
C (-4.36, -2.50, 0.52)
C (-4.57, -5.13, -2.13)
C (-1.11, 0.69, -2.92)
O (0.05, -0.11, -0.27)
H (1.61, 6.41, -2.96)
C (4.92, -1.71, 0.18)
H (2.31, -3.20, 2.11)
C (0.67, 2.27, -3.56)
N (-5.46, -1.83, 0.61)
C (-4.00, 0.74, 3.74)
H (-3.79, 2.22, 5.26)
H (1.91, -3.00, -3.05)
C (4.40, -0.93, -1.80)
Ir (1.94, -0.91, -0.40)
H (-0.15, 4.07, -4.47)
H (1.64, -0.11, -4.38)
H (-1.42, -0.30, -2.62)
C (0.76, 3.17, -1.06)
N (3.89, -1.29, -0.56)
H (0.81, 0.70, 2.25)
H (1.24, 4.66, 4.82)
H (-1.59, -1.46, 2.82)
C (1.56, 3.03, -2.29)
N (1.72, -1.17, 1.68)
H (0.58, 0.53, 5.11)
C (1.81, -2.30, 2.44)
H (2.71, 1.53, 0.64)
C (5.78, -1.13, -1.81)
N (0.03, -4.69, -1.21)
H (-0.68, 4.35, -0.04)
H (-0.82, -6.21, -0.06)
C (-2.00, 1.08, 5.02)
H (3.75, -0.25, -3.76)
C (-0.97, -5.75, -1.03)
C (1.31, 5.47, -2.52)
H (2.42, 2.39, -2.11)
N (1.25, -2.17, 3.61)
N (2.19, -0.48, -2.39)
C (-0.42, 3.15, -3.96)
C (3.44, -0.51, -2.75)
C (1.15, 4.15, 3.87)
N (0.80, -0.91, 3.62)
H (3.00, 3.39, 1.16)
C (0.91, 2.14, 0.05)
H (1.40, 2.20, -4.37)
O (-1.42, 1.53, 0.11)
H (-5.92, -3.63, -1.36)
C (-2.76, -4.15, -0.29)
C (-3.29, -5.67, -2.05)
H (0.20, -3.72, 0.69)
H (-3.11, 1.48, -2.80)
C (-2.05, -0.64, 3.36)
H (4.80, -2.05, 1.20)
H (-0.80, -6.48, -1.81)
H (0.53, -1.14, -3.45)
C (-0.07, 3.64, 3.45)
C (1.15, -0.23, -3.41)
C (-2.08, 1.69, -3.05)
C (-3.31, 1.42, 4.72)
H (0.04, -1.10, 5.51)
H (3.21, 4.47, 3.33)
C (1.31, -3.42, -2.27)
C (-0.18, 2.99, 2.23)
N (0.57, -4.48, -2.42)
C (0.01, 4.30, -0.87)
C (-3.36, -0.30, 3.06)
N (-5.27, -0.89, 1.59)
C (-0.30, 1.10, -0.05)
H (-0.94, 3.76, 4.08)
O (-3.43, -2.05, 1.39)
C (-1.36, 0.05, 4.35)
O (2.15, 1.41, -0.14)
H (2.86, 4.35, -3.45)
H (-1.46, 1.62, 5.80)
C (6.11, -1.63, -0.55)
H (6.44, -0.95, -2.64)
C (1.08, -0.32, 2.46)
H (-2.07, -3.76, 0.45)
H (-3.02, -6.49, -2.71)
C (-4.07, -1.04, 2.02)
C (0.45, -3.76, -0.36)
C (2.14, 3.40, 1.82)
C (0.21, 5.44, -1.65)
H (-0.39, 6.32, -1.49)
H (7.09, -1.90, -0.20)
C (-1.73, 2.89, -3.66)
N (1.26, -2.94, -1.00)
H (-2.50, 3.60, -3.92)
C (0.93, 2.84, 1.41)
H (-5.02, 0.98, 3.49)
C (0.21, 0.93, -3.20)
C (0.05, -0.34, 4.73)
C (2.26, 4.04, 3.04)
H (-1.14, 2.60, 1.93)

Calculated values
E_tot: -74241.8729 eV
F_max: 3.6 eV Å⁻¹
Kohn-Sham gap: 5.606 eV
LUMO energy: -3.00 eV
Net charge: +1
HOMO: -8.605 eV

Atomic partial charges in e from the Löwdin method, atoms 1 to 6: 0.00, -0.07, -0.19, 0.11, -0.13, -0.29